The following is a quantum chemistry calculation of a molecular structure, C44H67AuGeN6O2S2, from the OMol25 dataset.

Net charge   +4
Strongest force on any atom   0.0092 hartree/bohr
Frontier orbital gap (spin up / spin down)   7.8 / 5.5 eV
Spin multiplicity   3
Energy   -141592.407 eV

Cartesian coordinates (Å):
Au -1.51053 -0.11314 0.55914
C -5.36469 -1.66914 -2.69847
N -4.31553 -1.71672 -1.67079
C -4.42722 -2.85013 -0.75385
C -3.27170 -0.89644 -1.66108
N -2.07246 -1.31153 -1.09431
C -1.48287 -2.46143 -1.53002
C -1.79697 -2.89501 -2.84735
C -1.23063 -4.01087 -3.41079
C -0.30228 -4.74963 -2.68375
C 0.06881 -4.35143 -1.38936
C 1.01913 -5.13053 -0.71309
C 1.43216 -4.77940 0.56554
C 0.86538 -3.68871 1.18306
C -0.13571 -2.90089 0.56595
N -0.66292 -1.85895 1.30017
C -0.72184 -1.94632 2.67529
N -1.18644 -3.04923 3.25792
C -0.74837 -3.49024 4.58801
C -2.05661 -4.00173 2.57191
N -0.35146 -0.88902 3.40366
C -0.96756 -0.55357 4.68895
C 0.64744 0.06704 2.93378
C -0.51909 -3.19486 -0.77210
N -3.33787 0.33645 -2.15509
C -2.14331 1.01183 -2.66136
C -4.57347 1.12397 -2.19500
H -5.52573 -2.68859 -3.04879
H -5.04659 -1.05986 -3.53914
H -6.30347 -1.29077 -2.29601
H -5.46721 -2.93266 -0.44264
H -3.80781 -2.68556 0.12316
H -4.13553 -3.77876 -1.24782
H -2.48007 -2.30370 -3.44263
H -1.49308 -4.30092 -4.41885
H 0.14862 -5.63507 -3.11151
H 1.43544 -5.99903 -1.20559
H 2.19534 -5.35357 1.07303
H 1.21066 -3.40851 2.16978
H 0.12502 -2.92958 4.90662
H -0.47965 -4.54425 4.51526
H -1.54408 -3.38947 5.32489
H -2.50757 -3.54062 1.69857
H -2.84326 -4.30315 3.26220
H -1.49834 -4.88987 2.27089
H -1.87722 -1.12771 4.83388
H -1.22442 0.50576 4.66889
H -0.28623 -0.72695 5.52145
H 1.17684 -0.32743 2.07050
H 1.36030 0.24208 3.74034
H 0.17940 1.02020 2.67160
H -1.38718 0.28612 -2.94750
H -1.72808 1.69600 -1.91767
H -2.42669 1.58728 -3.54129
H -5.30920 0.70594 -1.51427
H -4.98846 1.17893 -3.20090
H -4.33147 2.13495 -1.86843
C 6.27902 -3.26310 -0.23465
C 5.30704 -2.11478 0.00241
C 5.55631 -0.95000 -0.94905
C 4.65764 0.27036 -0.69149
Ge 2.75629 -0.05871 -0.91212
C 1.99564 0.01318 -2.69877
C 2.80687 -0.64624 -3.82571
C 2.55092 -2.14259 -3.96041
C 2.96551 -2.95559 -2.74044
H 6.08142 -4.09806 0.43608
H 7.30773 -2.94277 -0.06750
H 6.21394 -3.63172 -1.25993
H 5.39791 -1.76044 1.03500
H 4.27541 -2.47795 -0.11025
H 5.45663 -1.28399 -1.98369
H 6.59339 -0.62211 -0.84624
H 4.93611 1.08710 -1.36273
H 4.81442 0.61673 0.33370
H 2.14493 -1.09700 0.03918
H 1.87458 1.08176 -2.90048
H 0.98658 -0.41184 -2.66071
H 3.87745 -0.46449 -3.68952
H 2.54040 -0.15880 -4.76504
H 3.09038 -2.50909 -4.83484
H 1.48698 -2.30054 -4.17048
H 4.02969 -2.84031 -2.53209
H 2.79057 -4.01979 -2.89908
H 2.40434 -2.66818 -1.84068
O 1.79291 1.41472 -0.10256
S 2.06413 2.92232 0.22690
C 3.49574 3.06625 1.34989
C 4.65073 3.68642 0.56341
C 4.01546 4.54309 -0.53122
C 2.93631 3.67297 -1.17177
H 3.68374 2.08476 1.78328
H 3.14297 3.73008 2.14008
H 5.27214 2.91097 0.11713
H 5.28536 4.27263 1.22545
H 4.73704 4.85551 -1.28487
H 3.57339 5.44883 -0.10973
H 3.36747 2.85695 -1.75579
H 2.21154 4.21517 -1.77573
O -2.21999 1.72865 1.16294
S -2.60826 3.06461 0.45452
C -3.95564 3.67857 1.41393
C -4.14000 3.30313 2.73904
C -5.18930 3.87512 3.43944
C -6.01974 4.80504 2.82196
C -5.82164 5.16294 1.49532
C -4.78471 4.59126 0.77262
C -1.29046 4.18865 0.82147
C -0.77544 4.30958 2.10863
C 0.21604 5.24644 2.33888
C 0.66488 6.06008 1.29912
C 0.13588 5.93501 0.02287
C -0.84738 4.98338 -0.22656
H -3.49316 2.57174 3.20339
H -5.36128 3.59938 4.47054
H -6.83241 5.24940 3.38034
H -6.47606 5.88066 1.02070
H -4.62527 4.86215 -0.26442
H -1.16898 3.71068 2.91937
H 0.60922 5.38107 3.33775
H 1.40668 6.82200 1.50073
H 0.46109 6.59582 -0.76955
H -1.28477 4.89133 -1.21296

Forces on the atoms, in the same order (eV/Å):
-0.0325 -0.3711 0.2883
-0.0287 0.0344 -0.0317
0.0260 0.0503 0.0469
0.0238 -0.0456 0.0284
-0.0705 -0.0749 -0.0652
-0.1897 0.2277 -0.0144
0.0510 -0.0186 -0.0292
0.0035 -0.0409 -0.0009
0.0245 -0.0116 0.0399
-0.0298 0.0450 -0.0131
0.0039 -0.0026 0.0249
-0.0102 0.0319 0.0561
-0.0339 -0.0115 -0.0601
-0.0069 0.0206 -0.0362
0.0325 -0.0565 -0.0443
0.0418 0.1643 -0.0667
-0.0383 -0.1281 0.0073
0.0253 0.0858 -0.0253
0.0196 -0.0053 0.0468
-0.0199 -0.0337 -0.0363
-0.0224 -0.0189 -0.0503
-0.0156 0.0062 0.0558
0.0168 -0.0190 -0.0193
0.0577 -0.0100 0.0993
0.0241 -0.0051 -0.0200
0.0572 -0.0055 -0.0078
-0.0592 0.0341 -0.0122
0.0023 0.0031 0.0031
-0.0028 -0.0031 0.0062
0.0064 0.0072 -0.0051
0.0044 -0.0065 0.0042
-0.0134 0.0040 -0.0090
-0.0018 -0.0032 0.0056
-0.0107 0.0072 -0.0055
-0.0014 -0.0095 -0.0201
0.0062 -0.0199 -0.0114
0.0071 -0.0184 -0.0071
0.0094 -0.0110 0.0018
0.0002 0.0107 0.0143
0.0001 0.0033 0.0018
0.0024 0.0048 -0.0030
-0.0015 0.0066 0.0034
0.0040 -0.0020 0.0110
0.0013 -0.0013 -0.0024
-0.0060 0.0010 -0.0017
-0.0043 -0.0042 0.0008
0.0005 0.0048 0.0020
-0.0043 -0.0080 -0.0011
0.0056 -0.0040 -0.0066
0.0054 0.0109 -0.0023
-0.0081 0.0378 0.0096
0.0051 0.0071 0.0053
-0.0048 0.0175 -0.0090
0.0118 -0.0056 -0.0097
-0.0033 -0.0128 0.0038
0.0010 -0.0034 0.0073
-0.0037 -0.0150 -0.0069
0.0129 -0.0036 0.0015
-0.0369 0.0034 0.0047
0.0220 0.0170 0.0319
0.0326 0.0115 0.0080
-0.0066 0.0164 0.0045
-0.0303 0.0393 -0.0076
-0.0131 0.0055 -0.0317
0.0248 -0.0418 -0.0040
-0.0172 0.0409 -0.0117
0.0087 -0.0066 0.0049
-0.0089 -0.0011 -0.0014
-0.0094 -0.0071 -0.0084
-0.0056 0.0018 -0.0038
0.0352 0.0103 0.0047
-0.0030 0.0020 -0.0319
-0.0043 -0.0132 0.0031
-0.0094 -0.0087 -0.0020
-0.0051 0.0081 -0.0045
-0.0210 -0.0202 -0.0120
0.0092 0.0071 -0.0002
-0.0131 0.0006 0.0137
-0.0041 0.0081 0.0031
0.0151 -0.0133 0.0009
-0.0069 -0.0117 0.0040
-0.0167 -0.0023 0.0017
0.0228 0.0054 0.0096
0.0019 -0.0104 0.0047
0.0162 -0.0323 -0.0344
0.1869 0.0933 0.0930
-0.0593 -0.0135 -0.0389
-0.0189 0.0238 -0.0321
0.0036 -0.0069 -0.0248
0.0079 -0.0066 -0.0009
0.0105 0.0091 0.0016
0.0011 -0.0234 -0.0040
-0.0095 -0.0089 0.0217
-0.0014 -0.0068 0.0104
-0.0009 0.0077 -0.0029
-0.0027 0.0077 0.0071
-0.0027 -0.0107 -0.0055
0.0000 -0.0034 0.0105
-0.0028 -0.0108 -0.0067
0.0246 0.1197 -0.1710
0.0085 0.0071 0.0147
0.0218 -0.0229 0.0131
-0.0216 0.0342 -0.0235
0.0129 -0.0091 -0.0130
-0.0002 0.0010 -0.0026
0.0069 -0.0057 -0.0056
-0.0047 -0.0086 0.0301
0.0068 -0.0504 0.0314
-0.0151 0.0332 -0.0271
-0.0132 0.0128 0.0157
0.0013 0.0113 0.0031
-0.0069 -0.0185 0.0035
0.0040 0.0010 0.0197
0.0120 -0.0044 0.0070
-0.0061 -0.0015 0.0110
-0.0029 0.0029 0.0018
-0.0060 0.0030 -0.0015
0.0033 0.0067 -0.0143
-0.0052 -0.0241 0.0210
0.0088 0.0011 0.0154
0.0089 0.0171 0.0031
0.0081 0.0060 -0.0171
-0.0044 -0.0068 -0.0309


The following is a quantum chemistry calculation of 6 unconnected molecules or ions with the total composition C44H67ClN6O9 at a distorted geometry, from the OMol25 dataset.

Energy relative to the best compared isomer or geometry (same formula, charge and spin)   0.0 kcal/mol
Strongest force on any atom   0.0416 hartree/bohr
Frontier orbital gap   7.3 eV
Spin multiplicity   1
Energy   -86604.427 eV

Cartesian coordinates (Å):
C 1.97781 4.43419 5.47753
C 1.31113 3.38725 4.87215
C 0.42529 3.71068 3.69881
C -0.95675 3.64954 3.77926
C -1.76410 3.95521 2.69862
C -1.15545 4.31218 1.51974
C 0.23386 4.39971 1.43153
C 1.07251 4.10276 2.50231
C 2.57881 4.15381 2.38958
C 3.21932 2.72844 2.50105
C 3.62529 2.18164 1.12191
C 2.51465 1.40533 0.36994
C 2.67687 -0.12842 0.46762
C 1.93790 -0.68889 1.70944
C 0.54059 -1.22176 1.34158
C -0.26418 -1.40902 2.66954
C 0.76667 4.83420 0.08967
O 1.65495 5.63768 -0.06591
C 0.05078 4.19784 -1.07266
C 0.77504 3.73936 -2.15074
O 2.14648 3.82957 -2.18424
C 0.08865 3.13290 -3.20997
C 0.93432 2.61016 -4.34974
C -1.29585 3.04256 -3.14806
C -2.09567 2.43466 -4.30041
C -1.83140 3.14778 -5.66007
C -1.36894 2.18890 -6.78794
Cl -3.27193 4.07241 -6.20777
C -2.02276 3.50278 -2.03799
N -3.45757 3.36951 -1.95008
C -3.79492 2.22071 -1.69847
O -4.05665 1.15197 -1.32614
C -1.33036 4.09553 -0.98800
C -1.96327 4.61021 0.29088
O -2.99887 5.22439 0.31920
H 1.44347 5.18634 6.05737
H 3.05685 4.56521 5.37434
H 1.40612 2.35253 5.20042
H -1.42010 3.33538 4.70717
H -2.84518 3.91879 2.75509
H 2.99562 4.84391 3.11891
H 2.88238 4.53583 1.41878
H 4.11105 2.83176 3.12257
H 2.46263 2.08643 2.94702
H 3.99178 2.96645 0.45467
H 4.45911 1.48765 1.27253
H 1.50165 1.64426 0.71515
H 2.58526 1.66712 -0.69088
H 2.23691 -0.59964 -0.41891
H 3.73553 -0.40557 0.47355
H 2.51105 -1.44362 2.25258
H 1.77248 0.14991 2.39310
H 0.00444 -0.45921 0.76988
H 0.62309 -2.16929 0.81304
H 0.33918 -1.11872 3.52857
H -0.60618 -2.43977 2.74732
H -1.15427 -0.77355 2.64470
H 2.34785 4.76141 -2.35453
H 0.42940 1.80901 -4.88512
H 1.21101 3.44110 -5.00124
H 1.83069 2.16522 -3.91652
H -3.15417 2.50711 -4.06915
H -1.85100 1.37939 -4.44991
H -1.03462 3.87311 -5.51024
H -0.29172 2.27514 -6.92592
H -1.59737 1.14970 -6.54497
H -1.87837 2.47790 -7.70518
C 0.01240 -6.23080 5.56748
C -0.05207 -5.23806 4.44011
O 0.86411 -4.46026 4.19912
N -1.17379 -5.23260 3.67420
C -2.34539 -6.07752 3.80119
H 0.96403 -6.12503 6.07994
H -0.79012 -6.05842 6.28727
H -0.06065 -7.23956 5.16179
H -1.15741 -4.54732 2.93454
H -2.48586 -6.64263 2.87812
H -3.22604 -5.45348 3.96573
H -2.24257 -6.77191 4.62721
C 0.47161 -9.90869 1.44764
C 0.60891 -8.57945 2.14812
O 0.51430 -8.47095 3.36371
N 0.84220 -7.48478 1.38253
C 0.98693 -7.40425 -0.06494
H 0.28825 -10.67916 2.19040
H -0.36698 -9.88828 0.75063
H 1.38826 -10.15275 0.90984
H 0.91673 -6.63330 1.92046
H 1.96898 -6.99630 -0.31445
H 0.22150 -6.73776 -0.46640
H 0.88438 -8.38098 -0.52506
C -0.03956 -2.25262 -2.80438
C -1.09526 -2.68808 -1.81605
O -0.81162 -3.31629 -0.80863
N -2.38386 -2.35548 -2.08825
C -2.89766 -1.62262 -3.23060
H 0.93084 -2.58983 -2.45201
H -0.22736 -2.69344 -3.78437
H -0.02166 -1.16429 -2.88883
H -3.03828 -2.67313 -1.39073
H -3.40913 -0.72485 -2.88454
H -3.61395 -2.24577 -3.76922
H -2.09888 -1.33777 -3.90751
C 5.69218 -4.21919 0.69794
C 4.45202 -5.04810 0.46587
O 4.30147 -5.72106 -0.54621
N 3.49624 -5.02483 1.42423
C 3.48079 -4.30050 2.68572
H 6.35859 -4.34025 -0.15084
H 5.43341 -3.16363 0.79199
H 6.20974 -4.55035 1.59887
H 2.70003 -5.59779 1.20203
H 3.38494 -5.01417 3.50263
H 2.61722 -3.63967 2.70121
H 4.38643 -3.71724 2.82142
C -3.90083 6.81281 -2.59418
C -3.84532 7.78679 -3.74521
O -2.85207 8.45306 -3.98773
N -4.95783 7.90253 -4.52185
C -6.21897 7.19937 -4.39041
H -2.95374 6.82540 -2.06407
H -4.69016 7.10115 -1.89889
H -4.08229 5.79994 -2.95623
H -4.85677 8.56760 -5.27195
H -6.41816 6.63574 -5.30407
H -7.02504 7.92126 -4.24495
H -6.20251 6.51434 -3.54979

Forces on the atoms, in the same order (eV/Å):
-0.0022 -0.6611 -0.0385
-0.2857 0.9788 0.0847
-0.6183 -0.0795 1.3058
-0.3098 -0.2500 0.0429
-0.2272 0.0979 0.0678
-0.0388 0.1139 -0.4931
0.4580 0.0741 -0.5394
-0.2232 0.3435 0.3525
0.1654 -0.5412 -0.4222
-0.1338 1.1070 -0.5149
-0.3674 -0.5659 0.1481
0.5678 -0.5362 -0.4897
-0.3726 -0.1124 0.3857
-0.1872 0.4304 -0.7216
0.2314 0.2908 1.6938
-0.2292 -0.0078 -0.9934
-0.3287 -0.2055 0.1446
0.0573 -0.0617 -0.1003
0.5729 0.4959 0.8444
-0.5348 -0.1440 -0.4196
-0.2588 0.2554 -0.3375
0.6490 0.0484 0.2469
-0.3132 -0.3072 0.6424
-1.2120 -0.5174 -0.5656
0.4407 0.3979 -0.3839
0.5544 -0.6161 0.0038
-0.3665 0.4077 0.2956
-0.0023 0.0382 0.2255
0.6332 0.6969 0.1305
0.1352 -0.7787 -0.2524
0.3977 0.2686 0.9612
-0.4905 0.0698 -0.4888
-0.4158 -0.0557 0.1205
0.2972 -0.1098 -0.2431
-0.2224 -0.2071 0.0110
-0.2160 1.1206 -1.7506
0.2347 -1.0743 1.8377
1.3685 -0.2265 -1.1990
0.0889 0.0505 0.0230
0.0444 -0.0055 0.0487
-0.0922 -0.0850 0.0933
-0.2235 0.2199 0.1074
-0.1657 -0.3392 0.1877
0.4602 -0.2968 0.2680
0.0411 0.1549 0.2987
-0.0052 0.0704 -0.1041
0.0927 0.2680 -0.0280
-0.1719 0.1443 0.1078
0.0950 0.0207 0.0126
-0.0291 0.1264 -0.0263
-0.0575 -0.0245 -0.0927
0.1729 -0.1424 0.1617
0.2197 -0.2437 -0.4548
-0.1460 0.2020 -0.2873
-0.0907 -0.2782 0.1073
0.1094 0.0614 0.3725
0.0434 -0.0460 0.1535
0.2792 -0.1204 0.3385
-0.0539 0.2284 -0.2086
0.1011 -0.2515 -0.1940
0.1097 0.2319 -0.1747
0.0331 -0.1094 -0.1416
0.0074 0.0111 0.2607
-0.3022 0.2734 -0.0540
-0.0603 -0.0229 -0.0992
-0.1160 0.0534 -0.1270
0.1921 -0.2129 -0.0972
-0.0239 -0.0500 0.1319
0.0656 0.0963 0.0281
-0.0675 -0.1123 -0.0542
0.1193 -0.0991 0.1319
0.0462 0.2971 -0.3159
0.0234 0.0766 -0.0750
-0.0332 -0.0440 -0.0384
-0.0299 0.0004 0.0816
-0.0417 -0.0226 -0.0190
-0.0791 -0.1179 0.0843
-0.0734 -0.1204 0.0558
0.0671 0.0024 -0.0083
-0.0037 -0.0400 0.0610
0.0325 0.2118 0.1175
-0.0612 -0.1440 -0.0395
-0.0099 -0.2328 -0.0963
0.0222 0.3835 0.2613
0.0062 0.0735 0.0680
0.0820 -0.0233 -0.0934
-0.0662 -0.0001 -0.1049
-0.1047 0.0125 0.0100
-0.0072 -0.0940 -0.1765
0.0175 -0.0526 -0.1201
0.0024 -0.0330 0.0631
0.0471 0.0009 0.0312
0.0403 -0.0751 0.0996
-0.0512 -0.1008 -0.0035
0.2175 0.0429 -0.1059
-0.2496 -0.1728 0.3260
-0.0479 -0.0376 0.0767
0.0036 0.1103 -0.0461
-0.0145 -0.0045 -0.1076
-0.0229 0.0341 -0.0069
-0.0058 0.0770 -0.1277
0.0315 0.0928 -0.1419
0.0423 -0.0474 0.0270
0.0383 -0.0079 -0.0646
-0.1380 -0.1379 -0.1195
0.0450 0.0256 -0.0060
0.3318 0.1791 -0.0270
-0.2010 -0.2261 -0.2131
-0.0702 -0.0612 -0.0377
0.0455 -0.0022 0.1189
-0.0179 0.1180 0.0495
-0.0165 0.0053 0.0403
-0.0116 0.1628 0.1376
0.0357 0.0322 0.2244
0.0476 -0.0450 -0.1052
0.0065 0.0506 -0.0601
0.1915 0.0544 -0.0513
-0.0035 -0.0268 0.0113
0.0264 -0.1236 0.1886
0.1153 0.3113 -0.3267
0.0237 0.0863 -0.0570
-0.0261 -0.1654 0.0347
-0.1129 -0.0089 0.0911
-0.0097 -0.0084 -0.0044
-0.1086 -0.1031 0.0865
-0.0993 -0.1242 0.0645
0.0527 0.0114 0.0076